# 1
# C10H11O2S

2 unconnected molecules or ions with the total composition C10H11O2S in a non-equilibrium geometry (ωB97M-V/def2-TZVPD, OMol25).

Geometry (Å):
C (3.841, 0.785, 0.030)
C (2.566, 0.770, 0.618)
C (3.999, -0.243, -0.834)
C (1.843, -0.304, 0.224)
C (-0.328, -0.923, 2.515)
C (-0.980, -1.348, -0.065)
C (-0.298, -0.672, 0.996)
C (-1.264, 0.116, 0.161)
C (-2.598, 0.487, 0.730)
C (-0.692, 1.056, -0.892)
O (-1.227, -1.726, 2.739)
O (0.475, -0.297, 3.224)
S (2.633, -1.209, -0.930)
H (4.624, 1.433, 0.306)
H (2.415, 1.298, 1.573)
H (4.857, -0.514, -1.416)
H (-0.470, -1.552, -0.898)
H (-1.667, -2.070, 0.193)
H (-2.692, 1.256, 1.404)
H (-2.921, -0.315, 1.357)
H (-3.481, 0.621, -0.027)
H (0.249, 0.657, -1.173)
H (-0.670, 2.188, -0.561)
H (-1.490, 0.969, -1.791)

## Properties
electronic energy = -25475.6327 eV
frontier orbital gap = 7.64 eV
relative energy (zero: lowest compared OMol25 entry of this formula, charge and spin) = 477.02 kJ/mol
2S+1 = 1
total charge = -1
maximum force = 0.0942 Eh/bohr
HOMO level = -4.6348 eV

=====

# 2
# C10H11OP

A molecular structure, C10H11OP in a non-equilibrium geometry (ωB97M-V/def2-TZVPD, OMol25).

Geometry (Å):
C (0.624, -0.336, 0.652)
C (-1.590, -1.184, 0.463)
C (-0.345, -1.228, 1.048)
C (0.434, 0.599, -0.410)
C (-0.771, 0.570, -1.084)
C (-1.654, -0.295, -0.583)
C (-2.721, -2.034, 0.719)
C (-0.076, -2.229, 2.088)
C (1.378, 1.740, -0.517)
C (-1.029, 1.332, -2.346)
O (-3.239, -0.668, -1.293)
P (-3.867, -1.809, -0.471)
H (1.709, -0.244, 0.941)
H (-2.853, -2.813, 1.454)
H (0.974, -2.344, 2.294)
H (-0.637, -1.984, 3.110)
H (-0.587, -3.223, 1.835)
H (0.919, 2.708, -0.538)
H (2.116, 1.718, 0.204)
H (1.931, 1.753, -1.423)
H (-0.335, 2.183, -2.476)
H (-0.998, 0.654, -3.225)
H (-2.002, 1.780, -2.232)

## Properties
electronic energy = -21882.9201 eV
frontier orbital gap = 8.31 eV
relative energy (zero: lowest compared OMol25 entry of this formula, charge and spin) = 204.52 kJ/mol
2S+1 = 1
total charge = 0
maximum force = 0.1054 Eh/bohr
HOMO level = -7.8942 eV

=====

# 3
# C10H12AlCaI2

A molecular structure, C10H12AlCaI2 in a non-equilibrium geometry (ωB97M-V/def2-TZVPD, OMol25).

Geometry (Å):
C (2.539, -0.833, 1.302)
C (2.626, -1.286, -0.134)
I (3.391, -3.212, -0.268)
C (2.204, -0.493, -1.110)
I (2.483, -1.328, -3.148)
Al (1.446, 1.416, -0.886)
C (0.164, 1.620, 0.574)
C (-1.064, 0.739, 0.478)
C (-1.133, -0.329, -0.438)
C (-2.264, -1.132, -0.584)
C (-3.370, -0.880, 0.215)
C (-3.331, 0.172, 1.125)
C (-2.194, 0.962, 1.265)
H (2.479, 0.251, 1.356)
H (3.411, -1.159, 1.861)
H (1.657, -1.264, 1.776)
H (2.655, 2.441, -0.958)
H (0.565, 1.669, -2.295)
H (0.630, 1.516, 1.555)
H (-0.158, 2.666, 0.527)
H (-0.251, -0.585, -1.019)
H (-2.266, -1.956, -1.285)
H (-4.251, -1.500, 0.124)
H (-4.193, 0.366, 1.750)
H (-2.182, 1.774, 1.980)
Ca (0.406, 0.365, -3.762)

## Properties
electronic energy = -51794.3216 eV
frontier orbital gap = 6.58 eV
relative energy (zero: lowest compared OMol25 entry of this formula, charge and spin) = 0.00 kJ/mol
2S+1 = 1
total charge = +1
maximum force = 0.0239 Eh/bohr
HOMO level = -11.7030 eV

=====

# 4
# C10H12AuClNP

A molecular structure, C10H12AuClNP in a non-equilibrium geometry (ωB97M-V/def2-TZVPD, OMol25).

Geometry (Å):
C (-0.816, -0.065, -3.123)
C (-1.636, 1.054, -2.802)
C (-0.787, 2.137, -2.422)
C (0.563, 1.771, -2.711)
C (0.560, 0.373, -3.044)
Au (-0.159, -1.956, 0.408)
P (-0.499, -3.940, -0.661)
H (-1.165, -1.067, -3.363)
H (-2.720, 1.040, -2.745)
H (-1.114, 3.113, -2.067)
H (1.444, -0.246, -3.208)
H (1.416, 2.448, -2.698)
H (0.531, -4.727, -1.336)
H (-1.516, -3.972, -1.689)
H (-0.894, -4.788, 0.418)
Cl (1.202, 3.563, 2.046)
C (0.875, 1.935, 2.418)
C (0.928, 1.497, 3.743)
C (0.622, 0.154, 3.969)
C (0.290, -0.689, 2.916)
N (0.243, -0.246, 1.655)
C (0.482, 1.060, 1.387)
H (1.094, 2.195, 4.558)
H (0.637, -0.305, 4.943)
H (0.060, -1.756, 3.041)
H (0.358, 1.417, 0.368)

## Properties
electronic energy = -37553.3209 eV
frontier orbital gap (spin up / spin down) = 4.09 / 6.28 eV
2S+1 = 3
total charge = 0
maximum force = 0.0732 Eh/bohr
HOMO level (spin up / spin down) = -4.1111 / -8.1275 eV